Model w:
Molecular formula: C4H10NO2
Method: DFT, ωB97M-V/def2-TZVPD

Structure (ORCA input):
```
! wB97M-V def2-TZVPD RIJCOSX def2/J DEFGRID3
* xyz 1 1
N 1.8170 1.3532 -0.4448
C 0.5711 0.9768 -1.2682
C -0.6949 1.3166 -0.4873
C -1.2641 0.2532 0.4974
C -0.4383 -1.0059 0.5759
O 0.7615 -0.9606 0.7656
O -1.1477 -2.1046 0.4269
H 2.6057 1.5462 -1.0587
H 1.6890 2.1510 0.1741
H 2.0529 0.5229 0.1069
H 0.6961 -0.0761 -1.4232
H 0.6124 1.5947 -2.1606
H -1.4487 1.5851 -1.2145
H -0.5745 2.2768 0.0062
H -2.2738 0.0457 0.1834
H -1.3401 0.6537 1.4978
H -0.6390 -2.9293 0.5807
*
```

* SMILES: [NH3+]CCCC(=O)O
* LUMO level: -3.3 eV
* HOMO energy: -14.9 eV

Model x:
Molecular formula: C4H10NO2
Method: DFT, ωB97M-V/def2-TZVPD

Structure (ORCA input):
```
! wB97M-V def2-TZVPD RIJCOSX def2/J DEFGRID3
* xyz 1 1
C -2.2605 -2.0422 -0.1003
C -1.3894 -1.1243 0.0416
C 0.3677 1.7039 -0.6280
C -0.4479 1.0100 0.4399
N -0.3586 -0.4753 0.2130
O 2.1118 -1.3433 0.3594
O -1.7490 1.5080 0.5344
H -2.4051 -2.7206 0.8353
H -3.0759 -2.1970 -0.9331
H 0.6727 2.7611 -0.4047
H -0.1535 1.7505 -1.6170
H 1.2255 1.0011 -0.8570
H 0.0072 1.2705 1.4065
H 0.6561 -0.6420 0.1339
H 2.4834 -2.0282 0.9634
H 2.6573 -0.5881 0.7065
H -2.0730 1.5570 -0.3226
*
```

* LUMO level: -4.3 eV
* HOMO energy: -15.5 eV

Which structure loses on stability? model x does.

Model w:
Molecular formula: C2H7OS
Method: DFT, ωB97M-V/def2-TZVPD

Structure (ORCA input):
```
! wB97M-V def2-TZVPD RIJCOSX def2/J DEFGRID3
* xyz -1 1
C -0.0881 0.1374 -2.2250
S 0.7002 0.9808 -0.7483
H -1.1119 -0.1097 -1.9297
H 0.4737 -0.5973 -2.8064
H -0.2521 0.9417 -2.9561
H 0.1868 -0.5859 0.6894
C -0.7706 -0.6076 2.2635
O -0.2528 -1.3470 1.1741
H -0.8453 -1.2359 3.1605
H -1.8030 -0.2713 2.0152
H -0.2154 0.3033 2.5013
*
```

* LUMO level: 4.2 eV
* HOMO energy: -2.6 eV

Model x:
Molecular formula: C2H7OS
Method: DFT, ωB97M-V/def2-TZVPD

Structure (ORCA input):
```
! wB97M-V def2-TZVPD RIJCOSX def2/J DEFGRID3
* xyz -1 1
O 1.6178 -2.3270 -0.3083
H 0.8863 -2.7961 -0.7191
C -1.8200 0.3721 -0.4497
S -0.1484 0.4376 -0.2424
C 0.2435 1.4666 1.2695
H -2.3210 1.0593 -1.1173
H -2.4465 -0.3790 0.0208
H 1.2442 -1.4248 -0.2294
H 1.1744 2.0143 1.1233
H -0.5974 2.1484 1.4010
H 0.3307 0.8423 2.1608
*
```

* LUMO level: 4.1 eV
* HOMO energy: -1.6 eV

Which structure loses on stability? model x does.

Model w:
Molecular formula: C2H11NO2
Method: DFT, ωB97M-V/def2-TZVPD

Structure (ORCA input):
```
! wB97M-V def2-TZVPD RIJCOSX def2/J DEFGRID3
* xyz 0 1
C -0.9825 -0.0141 -0.9193
N -1.3337 -0.9585 0.1119
C -0.7569 -2.2963 0.0141
H -1.5947 0.8803 -0.7884
H -1.2461 -0.3833 -1.9120
H 0.0582 0.2748 -0.9915
H -1.1922 -0.5401 1.0276
H -1.4765 -3.0335 0.3644
H -0.6351 -2.5359 -1.0440
H 0.1656 -2.4074 0.5809
O 0.2482 2.0782 1.2068
H -0.3731 2.6646 1.6507
H 1.0606 2.2413 1.6974
O 2.9789 1.2085 -0.1188
H 2.5419 2.0639 -0.0318
H 2.5375 0.7577 -0.8481
*
```

* SMILES: CNC.O.O
* LUMO level: 0.5 eV
* HOMO energy: -8.3 eV

Model x:
Molecular formula: C2H11NO2
Method: DFT, ωB97M-V/def2-TZVPD

Structure (ORCA input):
```
! wB97M-V def2-TZVPD RIJCOSX def2/J DEFGRID3
* xyz 0 1
C 1.4416 -0.0750 1.3274
N 1.5244 0.9323 0.2286
C 1.1983 0.2708 -1.0380
H 2.4647 -0.5705 1.4850
H 0.7083 -0.8481 1.1197
H 1.1266 0.4448 2.2855
H 0.7308 1.6451 0.3103
H 0.2374 0.2183 -1.3390
H 1.8571 0.7739 -1.8588
H 1.4574 -0.8512 -1.0138
O -1.7256 1.4198 -0.0370
H -1.6011 1.0335 -0.8887
H -1.9046 0.7740 0.6556
O -2.6179 -1.5031 -0.7734
H -1.6904 -1.7876 -0.4456
H -3.2071 -1.8771 -0.0179
*
```

* SMILES: CNC.O.O
* LUMO level: 0.3 eV
* HOMO energy: -9.0 eV

Which structure loses on stability? model x does.

Model w:
Molecular formula: CH8N2S2
Method: DFT, ωB97M-V/def2-TZVPD

Structure (ORCA input):
```
! wB97M-V def2-TZVPD RIJCOSX def2/J DEFGRID3
* xyz 0 1
N 1.5116 1.4441 1.5196
C 1.4494 1.0924 0.1030
N 0.1547 0.5906 -0.3945
H 1.3091 2.4218 1.5937
H 0.9707 0.7877 2.0584
H 2.2644 0.3861 -0.1492
H 1.8080 1.9541 -0.4701
H 0.0448 -0.4134 -0.4396
H -0.4227 0.8472 0.4063
S -1.1425 -2.6552 -0.8060
S -3.1717 -1.9977 -1.1593
H -1.5227 -3.7944 -1.3558
H -3.2530 -0.6633 -0.9064
*
```

* SMILES: NCN.SS
* LUMO level: -0.2 eV
* HOMO energy: -8.9 eV

Model x:
Molecular formula: CH8N2S2
Method: DFT, ωB97M-V/def2-TZVPD

Structure (ORCA input):
```
! wB97M-V def2-TZVPD RIJCOSX def2/J DEFGRID3
* xyz 0 1
N 0.0029 -4.2699 3.8880
C -0.6023 -4.8897 2.6401
N -1.9312 -4.4817 2.2805
H -0.0432 -3.2218 3.9154
H -0.3053 -4.6789 4.7913
H 0.0507 -4.7239 1.7463
H -0.5357 -5.9567 3.0607
H -2.6483 -4.7307 2.9601
H -2.0240 -3.4477 2.1061
S 1.5792 3.1133 -1.9652
S -0.2825 3.7510 -2.5780
H 1.9224 4.2221 -1.1507
H -0.0513 3.3077 -3.7592
*
```

* SMILES: NCN.SS
* LUMO level: 0.3 eV
* HOMO energy: -8.8 eV

Which structure loses on stability? model w does.